Entry 1:
Here is a molecular structure, C26H42BrHfN3P2S from OMol25. Energies are from the ωB97M-V functional and the def2-TZVPD basis.

Properties
Net charge: +4
Energy in hartree: -4881.2957
E_HOMO (alpha / beta) in Ha: -0.6934 / -0.6934
Largest force on an atom in eV/A: 5.32
HOMO-LUMO gap (alpha / beta) in Eh: 0.1719 / 0.1724

Positions of all 76 atoms, in Å:
C: 0.005 5.611 -2.514
C: -0.127 4.275 -2.998
C: -0.498 4.139 -4.353
C: -0.729 5.265 -5.149
N: -0.587 6.485 -4.642
C: -0.234 6.699 -3.377
C: -0.025 3.125 -2.127
C: -0.229 2.677 -0.924
C: -1.359 2.761 0.030
C: -1.260 3.233 1.353
C: -2.068 2.664 2.338
C: -3.246 1.974 1.977
C: -3.490 1.673 0.640
C: -2.432 1.888 -0.310
Hf: -0.639 0.608 -0.324
P: 2.273 -0.694 0.691
H: -0.624 3.140 -4.739
H: 0.279 5.792 -1.476
H: -1.020 5.152 -6.201
H: -0.128 7.738 -3.016
H: -2.576 1.647 -1.370
H: -0.414 3.892 1.584
H: -4.394 1.165 0.300
H: -1.724 2.672 3.366
C: 2.077 -2.193 1.779
C: 3.000 -3.363 1.454
H: 1.015 -2.478 1.714
H: 2.229 -1.845 2.815
H: 2.970 -4.067 2.296
H: 2.656 -3.920 0.572
H: 4.052 -3.069 1.315
C: 2.998 -1.201 -0.894
C: 3.737 -0.094 -1.668
H: 2.138 -1.547 -1.494
H: 3.650 -2.067 -0.712
H: 3.528 -0.216 -2.740
H: 3.410 0.915 -1.375
H: 4.829 -0.171 -1.544
C: 3.690 0.144 1.567
C: 5.032 -0.616 1.674
H: 3.320 0.409 2.578
H: 3.829 1.098 1.030
H: 5.799 0.107 2.004
H: 4.995 -1.408 2.444
H: 5.371 -1.046 0.711
Br: -4.256 1.117 3.246
P: -2.071 -2.739 -0.986
C: -0.262 -3.093 -0.929
C: -0.035 -4.566 -1.303
H: 0.112 -2.875 0.084
H: 0.266 -2.426 -1.631
H: 1.027 -4.790 -1.457
H: -0.401 -5.228 -0.508
H: -0.570 -4.816 -2.229
C: -2.684 -2.573 0.732
C: -4.078 -3.170 0.950
H: -2.676 -1.500 0.979
H: -1.944 -3.104 1.348
H: -4.318 -3.134 2.014
H: -4.871 -2.622 0.433
H: -4.118 -4.222 0.653
C: -2.311 -1.103 -1.742
C: -2.696 -1.345 -3.223
H: -1.339 -0.478 -1.729
H: -3.160 -0.645 -1.220
H: -2.997 -0.404 -3.689
H: -1.856 -1.747 -3.802
H: -3.537 -2.049 -3.314
N: -1.137 -0.229 4.572
C: -0.034 0.284 4.073
N: 1.080 0.278 4.783
S: -0.086 0.465 1.913
H: -1.156 -0.604 5.521
H: -1.982 -0.303 4.006
H: 1.950 0.610 4.397
H: 1.058 0.057 5.776

---

Entry 2:
Here is C18H23O5P in the gas phase from OMol25. Energies are from the ωB97M-V functional and the def2-TZVPD basis.

Properties
Energy in hartree: -1417.2719
E_HOMO in Ha: -0.3553
Largest force on an atom in eV/A: 2.16
SMILES: C=CCOC(=O)CCP(=O)(CCC(=O)OCC=C)c1ccccc1
Energy relative to the best compared isomer or geometry (same formula, charge and spin) in eV: 0.198
HOMO-LUMO gap in Eh: 0.3755

Positions of all 47 atoms, in Å:
C: 4.047 -1.790 -1.527
C: 2.772 -2.066 -1.335
C: 1.931 -2.872 -2.273
O: 0.840 -2.061 -2.735
C: -0.394 -2.558 -2.665
O: -0.674 -3.672 -2.321
C: -1.398 -1.510 -3.113
C: -2.035 -0.856 -1.889
P: -0.797 -0.247 -0.647
O: -0.114 -1.352 0.035
C: 0.276 0.897 -1.643
C: 0.985 1.978 -0.829
C: 1.728 1.321 0.315
O: 2.913 1.134 0.358
O: 0.856 0.974 1.255
C: 1.333 0.238 2.387
C: 0.817 0.860 3.646
C: 1.536 1.015 4.740
C: -1.866 0.763 0.426
C: -2.415 1.970 0.018
C: -3.239 2.676 0.875
C: -3.525 2.175 2.135
C: -2.990 0.962 2.538
C: -2.162 0.258 1.683
H: 4.602 -1.194 -0.824
H: 4.586 -2.151 -2.389
H: 2.242 -1.692 -0.472
H: 1.511 -3.749 -1.768
H: 2.502 -3.190 -3.152
H: -2.169 -2.003 -3.708
H: -0.882 -0.769 -3.725
H: -2.623 -1.600 -1.342
H: -2.700 -0.047 -2.193
H: -0.333 1.364 -2.419
H: 1.015 0.251 -2.123
H: 1.698 2.513 -1.457
H: 0.260 2.678 -0.411
H: 2.427 0.214 2.364
H: 0.946 -0.783 2.276
H: -0.215 1.179 3.597
H: 1.122 1.447 5.635
H: 2.566 0.703 4.790
H: -2.201 2.359 -0.968
H: -3.662 3.619 0.561
H: -4.168 2.731 2.802
H: -3.219 0.568 3.518
H: -1.729 -0.688 1.974

---

Entry 3:
Here is 2 unconnected molecules or ions with the total composition C34H31FN2O6S2 from OMol25. Energies are from the ωB97M-V functional and the def2-TZVPD basis.

Properties
Energy in hartree: -2771.2353
E_HOMO in Ha: -0.2235
Largest force on an atom in eV/A: 2.88
Energy relative to the best compared isomer or geometry (same formula, charge and spin) in eV: 0.000
HOMO-LUMO gap in Eh: 0.1611

Positions of all 76 atoms, in Å:
F: -4.199 2.301 0.366
C: -3.546 1.137 0.493
S: -4.413 -0.273 -0.188
C: -4.291 -0.105 -1.977
C: -3.304 -0.799 -2.679
C: -3.174 -0.589 -4.052
C: -4.016 0.325 -4.696
C: -5.007 1.008 -3.983
C: -5.157 0.782 -2.616
O: -3.628 -1.437 0.164
O: -5.816 -0.173 0.142
S: -1.826 1.210 0.374
C: -1.463 2.789 1.110
C: -1.739 3.966 0.408
C: -1.746 5.176 1.104
C: -1.459 5.203 2.472
C: -1.134 4.026 3.150
C: -1.132 2.813 2.466
O: -1.269 0.220 1.274
O: -1.397 1.277 -1.016
H: -2.666 -1.504 -2.150
H: -2.422 -1.150 -4.610
H: -3.902 0.501 -5.766
H: -5.670 1.716 -4.479
H: -5.936 1.278 -2.042
H: -1.951 3.916 -0.660
H: -1.998 6.095 0.573
H: -1.479 6.150 3.011
H: -0.907 4.027 4.216
H: -0.904 1.875 2.967
C: 1.778 0.521 6.962
O: 1.378 -0.079 5.708
C: 1.829 0.466 4.545
C: 1.374 -0.168 3.359
C: 1.770 0.338 2.147
C: 2.608 1.476 2.098
C: 3.047 2.133 3.242
C: 2.663 1.622 4.482
N: 2.900 1.739 0.761
C: 3.783 2.793 0.300
C: 2.277 0.819 -0.039
C: 1.546 -0.086 0.765
C: 0.835 -1.215 0.358
C: 0.748 -1.602 -0.997
C: 0.506 -0.745 -2.089
N: 0.658 -1.433 -3.260
C: 0.550 -0.831 -4.579
C: 0.978 -2.759 -2.982
C: 1.056 -2.914 -1.572
C: 1.573 -4.081 -1.031
C: 1.984 -5.108 -1.926
O: 2.511 -6.299 -1.539
C: 2.738 -6.579 -0.143
C: 1.857 -4.938 -3.334
C: 1.370 -3.756 -3.869
H: 1.309 -0.110 7.718
H: 2.872 0.506 7.083
H: 1.402 1.551 7.043
H: 0.717 -1.029 3.413
H: 3.672 3.017 3.164
H: 3.010 2.097 5.402
H: 4.072 3.401 1.158
H: 4.690 2.379 -0.158
H: 3.278 3.419 -0.446
H: 2.387 0.809 -1.119
H: 0.452 -1.882 1.126
H: 0.256 0.308 -2.076
H: 0.745 -1.594 -5.336
H: -0.453 -0.408 -4.724
H: 1.276 -0.014 -4.689
H: 1.664 -4.171 0.052
H: 3.091 -7.613 -0.136
H: 3.508 -5.909 0.267
H: 1.806 -6.487 0.433
H: 2.187 -5.747 -3.977
H: 1.298 -3.600 -4.940

---

Entry 4:
Here is C4H9N in the gas phase from OMol25. Energies are from the ωB97M-V functional and the def2-TZVPD basis.

Properties
Energy in hartree: -212.4971
E_HOMO in Ha: -0.3146
Largest force on an atom in eV/A: 4.22
SMILES: CC(C)=CN
Energy relative to the best compared isomer or geometry (same formula, charge and spin) in eV: 1.471
HOMO-LUMO gap in Eh: 0.3485

Positions of all 14 atoms, in Å:
C: -1.159 -0.797 -0.191
C: 0.166 -0.169 0.251
C: 1.406 -1.038 0.432
C: 0.314 1.137 0.149
N: -0.683 2.078 -0.177
H: -1.488 -0.503 -1.265
H: -2.068 -0.546 0.592
H: -1.075 -1.882 -0.223
H: 1.353 -1.935 1.183
H: 2.214 -0.353 0.778
H: 1.797 -1.246 -0.565
H: 1.232 1.476 0.637
H: -0.405 2.276 -1.214
H: -1.603 1.501 -0.387